This record from the OMol25 dataset describes C5H9InO3 as an isolated structure in a non-equilibrium geometry. The level of theory is ωB97M-V/def2-TZVPD.

XYZ file:
```
18
Properties=species:S:1:pos:R:3:forces:R:3
H -2.611143 1.926999 2.337382 0.1 -0.2 -1.5
O 1.377743 -0.341217 -0.216918 1.2 -0.4 -0.3
In 3.285062 2.388705 -0.568137 1.4 0.4 -0.2
O 1.324998 1.862817 -0.357951 -0.1 1.4 -0.4
C 0.733788 0.798931 -0.209223 -4.1 -1.9 1.3
O -0.553582 0.680951 -0.011323 2.0 -0.1 -0.6
C -1.445842 1.752663 -0.227697 0.4 1.3 -0.4
C 0.645333 -1.590366 -0.184598 -0.5 -0.1 0.2
C 1.633823 -2.722213 -0.293556 0.2 -0.1 0.0
H 0.079196 -1.634439 0.754441 0.1 0.1 -0.2
H -0.071131 -1.595560 -1.015554 0.2 0.1 0.2
H 2.365855 -2.690600 0.523704 -0.2 0.0 -0.2
H 1.082581 -3.670157 -0.228644 0.2 0.2 0.0
H 2.164485 -2.695130 -1.253986 -0.1 0.0 0.2
C -2.630087 1.660750 0.451662 -1.2 -0.2 1.7
H -0.951480 2.715209 -0.378445 0.0 -0.5 0.1
H -3.339052 2.476581 0.296732 0.3 -0.4 0.1
H -3.090542 0.676068 0.582117 0.2 0.5 0.0
```
Forces are in eV/Å.

Results
max |F| = 4.7 eV/A
HOMO-LUMO gap (spin up / spin down) = 3.7 / 3.7 eV
LUMO (spin up / spin down) = -1.17 / -1.16 eV
E = -16641.67763 eV
multiplicity = 1

Löwdin charges, unit e, in atom order: -0.02 0.01 0.96 -0.25 -0.63 0.03 -0.29 -0.19 -0.07 0.14 0.14 0.08 0.09 0.08 -0.23 0.09 0.03 0.02



This record from the OMol25 dataset describes C6H13Cl2NO2PS2Sr as an isolated structure. The level of theory is ωB97M-V/def2-TZVPD.

XYZ file:
```
28
Properties=species:S:1:pos:R:3:forces:R:3
Sr -1.158026 0.435769 -0.359849 0.0 0.4 0.5
C -3.930757 -0.865712 -5.364189 0.0 0.0 0.0
C -2.667358 -1.674330 -5.190694 0.0 0.0 0.0
O -2.524819 -2.023500 -3.797257 0.1 0.0 0.0
P -1.194837 -1.612023 -3.011258 0.1 0.0 0.1
S -1.423765 -2.303811 -1.167294 0.0 -0.3 0.0
S -0.802153 0.321714 -3.210071 0.1 0.0 -0.3
O -0.014596 -2.376110 -3.775985 -0.1 0.0 -0.1
C -0.025782 -3.817478 -3.821513 0.0 0.0 0.0
C 0.700337 -4.250567 -5.072284 0.0 0.0 0.0
H -4.070430 -0.610432 -6.415609 0.0 0.0 0.0
H -3.865731 0.055691 -4.786373 0.0 0.0 0.0
H -4.796888 -1.433026 -5.024596 0.0 0.0 0.0
H -1.792945 -1.112638 -5.524962 0.0 0.0 0.0
H -2.709185 -2.614467 -5.743407 0.0 0.0 0.0
H -1.057262 -4.177126 -3.813828 0.0 0.0 0.0
H 0.467084 -4.183563 -2.919748 0.0 0.0 0.0
H 0.188221 -3.885145 -5.962342 0.0 0.0 0.0
H 0.742269 -5.339413 -5.118765 0.0 0.0 0.0
H 1.719044 -3.864053 -5.075157 0.0 0.0 0.0
Cl 0.275429 -1.635088 2.262040 0.0 -0.1 0.0
C 1.212689 -0.502873 3.249411 0.0 0.0 0.0
Cl 1.700261 0.911673 2.304967 0.0 0.0 0.0
H 2.104486 -1.012480 3.592132 0.0 0.0 0.0
H 0.592089 -0.174731 4.074320 0.0 0.0 0.0
N 1.196919 3.705037 -0.757024 0.1 0.0 0.1
C 0.909812 2.630581 -0.430018 -0.2 0.0 -0.2
H 1.410115 4.640344 -1.031621 0.0 0.0 0.0
```
Forces are in eV/Å.

Results
max |F| = 0.7 eV/A
HOMO-LUMO gap (spin up / spin down) = 4.1 / 9.0 eV
expectation value of S² = 0.751
LUMO (spin up / spin down) = 0.46 / 0.35 eV
E = -68859.20179 eV
multiplicity = 2

Löwdin charges, unit e, in atom order: 0.51 -0.07 -0.30 -0.36 -0.23 0.11 0.12 -0.35 -0.30 -0.07 0.08 0.07 0.08 0.09 0.12 0.11 0.11 0.08 0.08 0.08 0.48 -1.00 0.48 0.03 0.03 0.09 -0.14 0.09



This record from the OMol25 dataset describes a 5-piece molecular cluster, C4H17N2O5S overall in a non-equilibrium geometry. The level of theory is ωB97M-V/def2-TZVPD.

XYZ file:
```
29
Properties=species:S:1:pos:R:3:forces:R:3
O 2.652636 2.209154 0.287103 2.0 -1.1 -0.5
C 1.998795 1.174757 0.387472 -2.1 2.0 0.5
N 0.722635 1.460816 0.884341 -0.3 -2.9 0.0
C -0.195344 0.256754 1.267317 -0.7 3.4 -0.5
C 0.469649 -0.543556 2.360232 -0.9 -1.8 -2.3
S -0.729635 -1.870486 2.591795 -0.1 -0.8 0.7
C 2.432395 -0.245839 -0.125992 -0.3 1.1 2.0
N 2.919247 -0.125977 -1.435618 3.4 0.4 0.6
H 0.803196 2.222340 1.575494 -0.4 -0.6 -0.7
H -1.143661 0.867235 1.663076 1.7 -1.9 -0.9
H -0.488040 -0.418365 0.278848 1.1 2.2 2.7
H 0.932752 -0.121984 3.209622 -0.6 1.4 1.3
H 1.369552 -0.901307 1.884086 0.3 -0.7 -0.2
H 1.614638 -0.953065 -0.049690 0.0 -0.1 0.0
H 3.246168 -0.550471 0.580815 -0.6 0.0 -0.5
H 3.519799 0.722748 -1.381966 -0.7 -0.8 -0.9
H 2.210801 -0.041329 -2.086885 -1.6 0.6 -1.6
H -0.482724 0.683108 -3.520656 0.1 0.7 0.2
H 0.081414 2.123453 -3.265211 -0.1 -0.7 -0.1
O 0.337174 1.217166 -3.505137 0.0 0.0 -0.1
H -2.819661 -0.375009 -0.041325 0.5 -2.6 0.1
H -2.690748 1.022111 0.180718 0.6 1.5 0.7
O -3.174311 0.426808 -0.355957 -1.4 1.8 -1.1
H -2.872971 -2.603503 0.130323 0.5 0.2 0.0
H -1.577057 -1.844956 0.462008 0.2 -0.6 0.9
O -2.221572 -1.995608 -0.254785 -0.6 -0.5 -0.6
H -2.277489 -0.724939 -2.840025 -0.7 2.7 0.0
H -2.737406 0.735742 -2.342200 -0.4 -0.1 1.6
O -2.436493 0.253656 -3.093847 1.2 -2.9 -1.6
```
Forces are in eV/Å.

Results
max |F| = 3.6 eV/A
HOMO-LUMO gap = 6.8 eV
LUMO = 3.18 eV
E = -28477.45519 eV
net charge = -1
multiplicity = 1

Löwdin charges, unit e, in atom order: -0.01 -0.46 0.03 -0.33 -0.75 0.28 -0.23 0.02 0.13 0.12 0.13 0.04 0.01 0.10 0.13 0.09 0.02 0.00 0.04 -0.09 -0.05 0.00 -0.04 0.06 -0.10 -0.13 0.09 -0.01 -0.09



This record from the OMol25 dataset describes C11H10EuF9NO as an isolated structure in a non-equilibrium geometry. The level of theory is ωB97M-V/def2-TZVPD.

XYZ file:
```
33
Properties=species:S:1:pos:R:3:forces:R:3
C -0.435651 1.119680 -3.284413 0.5 0.8 0.2
C 0.978218 1.289593 -3.069608 -0.5 0.5 0.1
C 1.159595 2.143208 -1.920011 -0.7 0.3 -0.4
C -0.156971 2.509518 -1.434224 0.3 0.0 -0.6
C -1.135704 1.872660 -2.279266 0.7 0.2 -0.2
Eu 0.159099 0.042359 -0.950352 -1.4 -1.9 -1.5
N -1.429333 -1.486894 -1.201632 0.5 2.5 0.5
C -0.365971 -2.409460 -1.662438 -1.4 -2.3 -0.2
C 1.045975 -1.941856 -1.890588 0.9 1.3 0.1
H 2.119035 2.321994 -1.387616 -0.8 0.1 -0.6
H 1.780254 0.743393 -3.596762 -0.6 0.5 0.3
H -0.365995 3.015697 -0.469898 0.2 -0.2 -0.9
H -2.228250 1.871199 -2.114326 0.8 0.1 -0.2
H -0.897791 0.465555 -4.042634 0.3 0.5 0.6
H 1.391409 -1.781466 -2.922701 0.0 -0.5 0.6
H -0.297151 -3.215675 -0.904645 -0.2 -0.3 -0.5
H -2.416024 -1.733863 -1.125936 0.9 -0.7 -0.4
H 1.792619 -2.095449 -1.082842 -0.3 -0.5 -0.7
H -0.729487 -2.766707 -2.639566 0.3 -0.7 0.2
F 1.314578 -2.017292 2.286180 0.0 1.4 0.8
C 1.293581 -0.746346 2.792665 0.2 -0.3 0.1
F 1.365769 -0.789905 4.136280 0.8 -0.4 -0.2
F 2.407451 -0.130094 2.289864 -1.0 -0.6 0.8
C 0.002191 0.004489 2.396938 0.0 0.0 -2.4
O 0.025216 0.020974 1.067824 0.2 0.2 1.7
C -1.293858 -0.747197 2.785590 -0.3 -0.4 -0.1
F -1.362465 -0.786865 4.133869 -0.7 -0.4 -0.2
F -2.404573 -0.130916 2.287787 1.1 -0.6 0.8
F -1.312670 -2.018555 2.290157 0.1 1.4 0.8
C -0.001082 1.496741 2.794567 0.0 0.2 0.1
F 0.001467 1.576824 4.137487 0.0 1.0 -0.2
F 1.088237 2.154439 2.289146 -1.0 -0.6 0.8
F -1.091723 2.150213 2.291117 1.1 -0.6 0.8
```
Forces are in eV/Å.

Results
max |F| = 2.8 eV/A
HOMO-LUMO gap (spin up / spin down) = 6.0 / 6.0 eV
expectation value of S² = 12.024
LUMO (spin up / spin down) = 3.06 / 3.05 eV
E = -58892.96740 eV
net charge = -1
multiplicity = 7

Löwdin charges, unit e, in atom order: -0.23 -0.25 -0.27 -0.27 -0.24 1.71 -0.29 -0.54 -0.36 0.09 0.09 0.09 0.09 0.10 0.00 0.07 -0.01 -0.01 0.07 0.14 -0.49 0.15 0.13 -0.33 -0.32 -0.49 0.14 0.14 0.15 -0.49 0.15 0.13 0.14



This record from the OMol25 dataset describes C39H41MoN5O5P2S2 as an isolated structure. The level of theory is ωB97M-V/def2-TZVPD.

XYZ file:
```
95
Properties=species:S:1:pos:R:3:forces:R:3
Mo -1.669480 0.494977 -1.254916 0.0 0.2 0.6
N -4.778517 3.420519 -2.515633 0.0 0.1 0.0
C -3.863586 2.674820 -1.889396 0.1 -0.1 0.1
S -4.132343 0.726186 -3.885344 0.1 0.0 0.1
N -3.498419 3.018629 -0.700627 0.0 0.1 -0.1
N -2.632016 2.145774 -0.058189 0.3 -0.5 -0.3
C -2.729701 2.313466 1.210179 -0.2 0.1 0.1
C -2.037109 1.713429 2.351639 0.0 -0.1 0.1
C -2.625697 1.941950 3.593459 0.0 0.0 0.0
C -1.957772 1.557945 4.743666 0.0 0.0 0.0
C -0.695082 1.005926 4.619384 0.0 0.0 0.0
C -0.185283 0.815305 3.345238 0.0 0.0 0.0
N -0.848744 1.116529 2.235476 0.0 0.0 0.1
H -5.220825 3.109312 -3.361805 0.0 0.0 0.0
H -5.230306 4.153819 -1.992397 0.0 0.0 0.0
H -3.468973 3.055763 1.498633 0.0 0.0 0.0
H -3.586202 2.436312 3.653882 0.0 0.0 0.0
H -2.401281 1.724989 5.715946 0.0 0.0 0.0
H -0.106798 0.735644 5.485082 0.0 0.0 0.0
H 0.811792 0.418418 3.205570 0.0 0.0 0.0
O -3.129762 -2.450408 -4.013733 0.0 -0.2 0.0
C -2.921212 -1.829535 -2.887996 -0.1 0.2 0.0
O -1.892338 -1.176150 -2.691340 -0.1 0.4 -0.1
C -4.015129 -2.007132 -1.866555 0.1 -0.2 0.1
O -3.521364 -1.807570 -0.583990 0.0 0.0 0.0
C -3.306153 -0.454379 -0.207097 -0.1 -0.1 0.0
C -3.221195 1.538417 -2.625953 -0.1 0.0 -0.2
O -5.576400 0.747087 -3.527068 0.1 0.0 0.0
O -1.927718 1.641795 -2.870866 0.0 -0.1 0.0
H -2.418340 -2.270097 -4.651280 0.0 0.0 0.0
H -4.866248 -1.362018 -2.120531 0.0 0.1 0.0
H -4.360411 -3.040557 -1.937847 0.0 0.0 0.0
H -4.241611 0.107206 -0.301326 0.0 0.0 0.0
H -3.037899 -0.504763 0.852155 0.0 0.0 0.0
C 6.898395 -0.245408 0.480710 0.0 0.0 0.0
S 5.409936 0.668397 0.927200 0.0 0.0 0.0
C 4.553523 -0.578257 1.932599 0.1 -0.1 0.0
C 3.045970 -0.347810 1.920747 0.0 0.1 0.1
C 2.445837 -0.584390 0.544730 -0.1 0.0 0.1
N 0.985480 -0.327519 0.482676 0.0 0.0 -0.2
P -0.196899 -1.417591 -0.116719 -0.2 0.1 0.0
C 0.622475 -2.724636 -1.089895 0.0 0.0 0.0
C 0.594029 -2.813248 -2.482665 0.1 0.1 0.0
C 1.236319 -3.856396 -3.134042 0.0 0.0 0.0
C 1.918440 -4.820953 -2.408034 0.0 0.0 0.0
C 1.947793 -4.749681 -1.022036 0.0 0.0 0.0
C 1.293444 -3.719746 -0.367354 0.0 0.0 0.0
C -0.849779 -2.413295 1.244789 0.0 0.0 0.0
C -0.482030 -2.205562 2.567330 0.0 -0.1 0.0
C -0.986704 -3.018257 3.573443 0.0 0.0 0.0
C -1.856795 -4.048753 3.257078 0.0 0.0 0.0
C -2.198104 -4.287117 1.931021 0.0 0.0 0.0
C -1.692001 -3.481575 0.926952 0.0 0.0 0.0
P 0.328518 1.190062 0.089517 0.1 0.0 -0.4
C 1.213633 2.580950 0.862311 -0.1 -0.1 0.2
C 0.691258 3.465157 1.807113 0.0 0.1 0.0
C 1.472563 4.491659 2.314371 0.0 0.0 0.0
C 2.792922 4.632693 1.913289 0.0 0.0 0.0
C 3.321292 3.761908 0.971412 0.0 0.0 0.0
C 2.532348 2.761967 0.428873 0.0 0.0 0.0
C 0.782866 1.523242 -1.644082 0.1 0.0 -0.1
C 1.118189 0.507524 -2.541521 0.1 0.0 0.0
C 1.246868 0.772489 -3.903820 0.0 0.0 0.0
C 1.046446 2.055844 -4.371885 0.0 0.0 0.0
C 0.732177 3.086631 -3.482691 0.0 0.0 0.0
C 0.593731 2.827373 -2.138495 0.0 0.0 0.0
H 7.477635 0.398706 -0.177678 0.0 0.0 0.0
H 6.648235 -1.160620 -0.053594 0.0 0.0 0.0
H 7.498349 -0.475429 1.358707 0.0 0.0 0.0
H 4.921269 -0.541810 2.957515 0.0 0.0 0.0
H 4.793584 -1.565845 1.530999 0.0 0.0 0.0
H 2.835675 0.676169 2.245932 0.0 0.0 0.0
H 2.575686 -1.023824 2.642618 0.0 0.0 0.0
H 2.615375 -1.615944 0.239924 0.0 -0.1 0.0
H 2.950743 0.036233 -0.195772 0.0 0.0 0.0
H 0.070166 -2.073348 -3.068536 0.1 0.0 0.0
H 1.201599 -3.916668 -4.214009 0.0 0.0 0.0
H 2.417825 -5.632694 -2.919958 0.0 0.0 0.0
H 2.467848 -5.504615 -0.447737 0.0 0.0 0.0
H 1.296042 -3.701020 0.715606 0.0 0.0 0.0
H 0.237943 -1.441851 2.803368 0.0 0.0 0.0
H -0.684709 -2.856248 4.600059 0.0 0.0 0.0
H -2.251277 -4.685102 4.037890 0.0 0.0 0.0
H -2.850804 -5.112447 1.679837 0.0 0.0 0.0
H -1.938255 -3.696231 -0.103292 0.0 0.0 0.0
H -0.330114 3.393387 2.145962 0.1 0.0 0.0
H 1.043708 5.180374 3.029877 0.0 0.0 0.0
H 3.404541 5.424161 2.325204 0.0 0.0 0.0
H 4.348214 3.858494 0.646072 0.0 0.0 0.0
H 2.966138 2.126671 -0.330956 0.0 0.0 0.0
H 1.386311 -0.467973 -2.166359 0.0 -0.1 0.0
H 1.532861 -0.021971 -4.581284 0.0 0.0 0.0
H 1.156249 2.273116 -5.426170 0.0 0.0 0.0
H 0.599132 4.094559 -3.852555 0.0 0.0 0.0
H 0.340011 3.634459 -1.461010 0.0 0.0 0.0
```
Forces are in eV/Å.

Results
max |F| = 0.6 eV/A
HOMO-LUMO gap (spin up / spin down) = 6.5 / 6.1 eV
expectation value of S² = 2.174
LUMO (spin up / spin down) = -6.16 / -6.62 eV
E = -100885.27472 eV
net charge = +2
multiplicity = 3

Löwdin charges, unit e, in atom order: 1.37 0.19 -0.37 1.04 0.08 -0.09 -0.07 -0.28 0.02 -0.01 0.00 -0.13 0.02 0.10 0.13 0.14 0.13 0.13 0.13 0.09 0.19 -0.49 -0.10 -0.11 -0.19 -0.26 -0.65 -0.49 -0.26 0.17 0.13 0.16 0.09 0.07 -0.40 0.82 -0.47 -0.27 -0.24 -0.39 1.01 -0.33 -0.10 -0.05 -0.04 -0.04 -0.09 -0.36 -0.09 -0.05 -0.05 -0.04 -0.09 0.93 -0.31 -0.07 -0.05 -0.04 -0.05 -0.11 -0.41 -0.11 -0.05 -0.04 -0.04 -0.09 0.04 0.04 0.04 0.09 0.09 0.10 0.11 0.11 0.08 0.07 0.11 0.12 0.12 0.11 0.06 0.11 0.12 0.12 0.11 0.09 0.12 0.12 0.11 0.09 0.07 0.12 0.12 0.12 0.12



This record from the OMol25 dataset describes a 2-piece molecular cluster, C5H11NO overall in a non-equilibrium geometry. The level of theory is ωB97M-V/def2-TZVPD.

XYZ file:
```
18
Properties=species:S:1:pos:R:3:forces:R:3
C 0.151666 2.388934 -0.172594 2.6 0.8 -2.0
N 0.345744 1.247990 0.273634 0.6 -1.0 1.8
C -0.656492 0.325495 0.510236 -2.4 0.2 0.6
C -1.268800 0.079273 1.709237 1.7 -0.2 -0.6
C -1.103913 -0.282644 -0.804583 1.4 -1.2 -0.4
C -0.254639 -1.528734 -1.078554 2.7 -2.4 -0.9
H 1.110263 2.854546 -0.475071 -0.6 0.5 0.5
H -0.690039 2.838408 -0.658824 -1.3 0.0 0.5
H -2.016417 -0.695874 1.834831 -0.1 0.1 -0.5
H -0.860677 0.406610 2.680443 -0.1 0.3 -0.8
H -2.124013 -0.433729 -0.754142 -2.2 -1.0 0.3
H -1.026967 0.330279 -1.693339 0.5 0.8 0.2
H -0.190510 -2.114318 -2.106801 -1.0 1.8 1.6
H 0.855125 -1.256428 -0.957506 -1.5 -0.2 -0.1
H -0.357936 -2.396139 -0.369403 -0.4 1.1 -0.3
O 2.908599 -0.756463 0.368563 2.3 -3.3 1.4
H 2.364800 -0.043877 0.373809 -2.8 3.9 -0.8
H 2.814198 -0.963321 1.320063 0.5 -0.5 -0.6
```
Forces are in eV/Å.

Results
max |F| = 4.9 eV/A
HOMO-LUMO gap = 9.8 eV
SMILES = C=NC(=C)CC.O
LUMO = 0.87 eV
E = -8898.43980 eV
multiplicity = 1

Löwdin charges, unit e, in atom order: -0.02 0.02 -0.39 0.06 -0.21 -0.12 0.08 0.08 0.05 0.06 0.08 0.10 0.10 0.07 0.08 -0.03 -0.07 0.06